Computed, not measured: a structure of composition C80H200F12N16O24Sr2, with ωB97M-V/def2-TZVPD.

Values from the calculation:
- LUMO (eV) = 0.3
- largest force on an atom (Eh/bohr) = 0.087

Each line ends with the Mulliken charge.
Positions of all 334 atoms, in Å:
1 Sr -2.694 2.777 -4.160  0.49
2 Sr -2.015 2.836 0.052  1.16
3 C -3.618 4.718 2.663  -0.57
4 O -4.615 4.390 1.725  0.39
5 O -2.531 3.972 2.250  0.59
6 C -3.461 6.331 2.836  0.26
7 F -3.286 6.984 1.734  -0.18
8 F -4.531 6.836 3.386  -0.33
9 F -2.456 6.694 3.656  -0.29
10 C -5.994 4.518 2.106  -0.59
11 C -6.833 4.424 0.816  -0.72
12 H -6.587 5.214 0.107  0.22
13 H -6.626 3.491 0.292  -0.12
14 H -7.913 4.398 0.959  0.45
15 H -6.254 5.449 2.608  0.46
16 H -6.160 3.669 2.769  0.25
17 H -3.865 4.360 3.662  0.21
18 C -4.666 -0.465 -4.179  -0.01
19 O -3.481 -0.847 -4.871  -0.20
20 O -4.362 0.824 -3.671  -0.17
21 C -5.921 -0.667 -5.188  0.45
22 F -5.503 -0.726 -6.430  -0.24
23 F -6.540 -1.833 -4.958  -0.28
24 F -6.849 0.288 -5.338  -0.27
25 C -3.141 -2.196 -4.811  -0.30
26 C -2.013 -2.525 -5.703  -0.97
27 H -1.914 -3.520 -6.137  0.45
28 H -2.074 -1.844 -6.552  0.12
29 H -1.079 -2.336 -5.173  -0.08
30 H -3.952 -2.878 -5.064  0.57
31 H -2.840 -2.518 -3.814  -0.24
32 H -4.814 -1.133 -3.330  -0.03
33 C -0.202 0.594 -1.726  0.12
34 O -0.168 0.831 -0.313  0.75
35 O -1.194 1.518 -2.109  0.29
36 C 1.170 0.626 -2.404  -1.05
37 F 1.935 1.687 -2.174  0.31
38 F 2.032 -0.423 -2.134  0.04
39 F 1.142 0.740 -3.683  0.15
40 C 0.362 -0.230 0.552  0.06
41 C 0.742 0.546 1.841  -0.08
42 H 1.514 1.282 1.618  -0.37
43 H -0.109 1.107 2.226  -1.06
44 H 1.052 -0.164 2.607  0.64
45 H 1.283 -0.626 0.123  -0.20
46 H -0.361 -1.023 0.739  -0.01
47 H -0.600 -0.413 -1.854  0.10
48 C -3.662 5.304 -2.008  -0.02
49 O -4.500 4.528 -2.897  1.17
50 O -2.493 4.471 -2.066  -0.75
51 C -3.653 6.833 -2.377  0.02
52 F -3.726 7.016 -3.722  -0.40
53 F -4.695 7.501 -1.935  -0.27
54 F -2.557 7.506 -1.955  -0.22
55 C -5.884 4.801 -3.009  -0.23
56 C -6.422 3.998 -4.178  -0.98
57 H -6.325 2.955 -3.875  0.11
58 H -7.434 4.280 -4.468  0.53
59 H -5.905 4.139 -5.127  -0.05
60 H -6.144 5.824 -3.279  0.47
61 H -6.396 4.448 -2.114  -0.33
62 H -4.160 5.212 -1.043  -0.22
63 C 3.592 1.729 -7.862  -1.11
64 C 3.568 3.013 -6.946  1.08
65 C 4.162 2.880 -5.494  -0.08
66 O 3.758 3.967 -4.627  -0.36
67 C 4.229 3.769 -3.291  -0.60
68 N 4.087 4.163 -7.728  -0.79
69 H 3.107 1.860 -8.829  0.35
70 H 3.248 0.851 -7.316  -0.06
71 H 4.614 1.479 -8.149  0.44
72 H 2.504 3.246 -6.896  -0.50
73 H 5.250 2.866 -5.567  0.32
74 H 3.811 1.908 -5.148  -0.02
75 H 5.319 3.782 -3.308  0.50
76 H 3.858 2.884 -2.773  0.08
77 H 3.972 4.631 -2.677  0.21
78 H 5.091 4.115 -7.827  0.29
79 H 4.041 4.930 -7.073  0.29
80 C 2.844 -2.500 4.078  -0.13
81 C 4.163 -1.748 4.136  1.16
82 C 4.970 -1.920 5.447  -1.40
83 O 4.193 -1.445 6.508  0.19
84 C 4.894 -1.474 7.735  -1.09
85 N 4.921 -2.009 2.981  -0.04
86 H 2.303 -2.182 4.969  -0.12
87 H 2.948 -3.583 4.151  0.45
88 H 2.272 -2.250 3.184  -0.12
89 H 4.049 -0.674 3.989  -0.39
90 H 5.915 -1.378 5.411  0.49
91 H 5.226 -2.942 5.729  0.49
92 H 4.252 -1.188 8.569  0.23
93 H 5.673 -0.714 7.671  0.34
94 H 5.318 -2.442 8.000  0.35
95 H 5.314 -2.932 3.092  0.43
96 H 4.296 -2.161 2.202  -0.93
97 C 8.100 0.549 2.031  -1.10
98 C 7.727 1.969 2.412  0.75
99 C 6.692 1.982 3.563  -0.36
100 O 6.347 3.279 4.028  -0.40
101 C 5.461 3.266 5.064  -0.53
102 N 9.001 2.668 2.680  -0.82
103 H 8.521 0.025 2.888  0.34
104 H 8.815 0.519 1.208  0.41
105 H 7.197 -0.017 1.803  -0.06
106 H 7.277 2.414 1.524  -0.03
107 H 7.056 1.395 4.406  0.50
108 H 5.762 1.532 3.214  0.02
109 H 5.810 2.690 5.921  0.37
110 H 4.533 2.743 4.833  0.05
111 H 5.312 4.310 5.338  0.31
112 H 9.470 2.717 1.787  0.32
113 H 8.703 3.625 2.803  0.32
114 C -0.865 -1.966 10.947  -1.68
115 C -1.173 -1.505 9.498  1.33
116 C -1.216 -2.604 8.427  -0.17
117 O -0.013 -3.415 8.290  -0.54
118 C 1.214 -2.687 8.076  -0.50
119 N -2.392 -0.769 9.554  -0.57
120 H 0.146 -2.345 11.089  0.29
121 H -1.602 -2.712 11.245  0.37
122 H -1.095 -1.120 11.594  0.42
123 H -0.296 -0.867 9.386  0.08
124 H -1.248 -2.199 7.415  -0.17
125 H -1.995 -3.359 8.538  0.29
126 H 1.551 -2.229 9.006  0.22
127 H 1.108 -2.038 7.207  0.09
128 H 2.010 -3.353 7.742  0.32
129 H -2.193 0.083 10.058  0.43
130 H -2.630 -0.469 8.619  0.10
131 C -0.118 5.959 0.134  -0.89
132 C 0.817 4.783 -0.081  1.55
133 C 2.217 5.200 0.402  -1.54
134 O 3.070 4.102 0.491  0.22
135 C 4.222 4.385 1.228  -0.86
136 N 0.305 3.611 0.576  2.48
137 H -1.047 5.841 -0.424  -0.28
138 H 0.308 6.911 -0.182  0.68
139 H -0.542 5.907 1.137  -0.08
140 H 0.994 4.595 -1.140  -1.02
141 H 2.046 5.559 1.417  0.37
142 H 2.695 6.052 -0.082  0.39
143 H 4.144 4.031 2.256  0.22
144 H 4.476 5.436 1.368  0.46
145 H 5.081 3.782 0.934  -0.01
146 H 0.313 3.893 1.546  -0.40
147 H 1.128 3.037 0.457  -1.23
148 C -5.298 -0.511 8.239  -1.41
149 C -4.861 -1.380 7.051  -0.34
150 C -3.877 -0.561 6.118  0.39
151 O -2.819 -0.065 6.887  -1.02
152 C -1.914 0.659 6.090  0.16
153 N -4.210 -2.570 7.486  -0.47
154 H -6.025 0.173 7.802  0.45
155 H -4.507 0.059 8.727  0.26
156 H -5.806 -1.028 9.053  0.37
157 H -5.740 -1.588 6.440  0.58
158 H -4.500 0.268 5.783  0.42
159 H -3.542 -1.222 5.318  -0.55
160 H -2.566 1.471 5.770  0.15
161 H -1.430 0.105 5.285  -0.15
162 H -1.072 0.978 6.704  0.53
163 H -3.461 -2.262 8.090  0.07
164 H -4.756 -3.160 8.097  0.26
165 C -6.071 0.291 0.017  -1.60
166 C -4.803 1.058 0.390  1.30
167 C -3.694 0.109 0.778  -0.71
168 O -2.709 0.878 1.561  1.82
169 C -2.774 0.620 2.967  -0.43
170 N -4.262 1.789 -0.753  1.21
171 H -6.435 -0.232 0.901  0.50
172 H -5.857 -0.521 -0.678  0.21
173 H -6.880 0.923 -0.351  0.27
174 H -5.076 1.728 1.206  -0.52
175 H -3.172 -0.369 -0.051  -0.34
176 H -4.077 -0.650 1.460  0.50
177 H -3.592 1.226 3.356  0.22
178 H -1.826 1.013 3.334  -0.87
179 H -2.911 -0.424 3.250  0.11
180 H -4.156 1.168 -1.543  -0.75
181 H -4.863 2.463 -1.206  -0.69
182 C -0.159 0.480 -7.330  -1.66
183 C -1.203 1.305 -6.641  2.26
184 C -2.596 1.281 -7.285  -1.63
185 O -3.496 2.179 -6.579  0.61
186 C -4.682 2.262 -7.281  -1.08
187 N -1.282 0.875 -5.243  2.29
188 H -0.286 -0.601 -7.386  0.12
189 H 0.774 0.688 -6.807  0.26
190 H -0.013 0.900 -8.325  0.54
191 H -0.859 2.337 -6.703  -0.80
192 H -3.003 0.273 -7.369  0.24
193 H -2.515 1.572 -8.332  0.60
194 H -4.683 3.109 -7.966  0.29
195 H -5.470 2.487 -6.562  -0.04
196 H -5.038 1.285 -7.609  0.51
197 H -0.370 0.582 -4.922  -0.87
198 H -1.915 0.090 -5.312  -0.92
199 C 2.646 -3.683 0.807  -0.34
200 C 3.855 -4.031 -0.025  0.82
201 C 4.004 -5.554 -0.224  -0.94
202 O 4.378 -6.216 1.052  -0.30
203 C 4.599 -7.567 0.907  -0.84
204 N 3.837 -3.272 -1.295  1.81
205 H 2.366 -4.202 1.723  0.63
206 H 1.797 -3.891 0.156  0.15
207 H 2.697 -2.604 0.949  -0.82
208 H 4.714 -3.608 0.496  0.37
209 H 4.790 -5.742 -0.955  0.63
210 H 3.050 -5.894 -0.628  0.35
211 H 5.273 -7.796 0.081  0.34
212 H 3.672 -8.122 0.766  0.30
213 H 5.108 -7.901 1.811  0.24
214 H 3.981 -2.306 -1.038  -2.00
215 H 4.649 -3.511 -1.846  0.15
216 C 7.915 -1.041 -1.102  -1.69
217 C 6.611 -1.221 -1.906  0.78
218 C 5.391 -0.402 -1.353  -0.64
219 O 5.060 -0.824 0.017  -0.31
220 C 4.205 0.096 0.648  -0.02
221 N 6.964 -0.818 -3.315  -0.80
222 H 8.220 0.005 -1.069  0.42
223 H 8.714 -1.653 -1.521  0.56
224 H 7.836 -1.264 -0.038  0.18
225 H 6.319 -2.266 -1.803  -0.18
226 H 4.582 -0.558 -2.067  -0.13
227 H 5.723 0.636 -1.330  0.81
228 H 3.766 -0.344 1.543  -0.27
229 H 3.375 0.475 0.051  -0.19
230 H 4.753 1.009 0.878  0.40
231 H 7.489 0.038 -3.200  0.35
232 H 7.622 -1.552 -3.533  0.32
233 C -3.094 -3.901 -0.921  -0.53
234 C -4.562 -4.302 -0.621  0.09
235 C -5.024 -5.749 -0.911  -0.26
236 O -6.417 -5.765 -0.686  -0.38
237 C -6.957 -7.065 -0.739  -0.76
238 N -4.756 -4.049 0.788  -0.57
239 H -2.898 -3.923 -1.993  0.14
240 H -2.390 -4.620 -0.502  0.25
241 H -2.891 -2.948 -0.432  0.24
242 H -5.190 -3.524 -1.053  0.25
243 H -4.451 -6.450 -0.305  0.15
244 H -4.840 -6.023 -1.950  0.15
245 H -6.386 -7.745 -0.106  0.28
246 H -6.962 -7.410 -1.774  0.30
247 H -8.017 -7.015 -0.493  0.26
248 H -5.576 -4.568 1.068  0.29
249 H -4.037 -4.506 1.330  0.07
250 C -0.954 -3.054 4.373  0.40
251 C -2.190 -3.953 4.092  0.69
252 C -1.920 -5.090 2.946  -0.72
253 O -3.017 -5.971 2.711  -0.36
254 C -2.654 -7.154 2.083  -0.85
255 N -2.685 -4.551 5.287  -0.83
256 H 0.009 -3.541 4.529  0.72
257 H -1.222 -2.387 5.192  -1.11
258 H -0.877 -2.370 3.528  -0.32
259 H -2.963 -3.259 3.761  0.06
260 H -1.030 -5.656 3.221  0.76
261 H -1.704 -4.560 2.018  0.09
262 H -2.023 -6.916 1.227  0.30
263 H -3.539 -7.583 1.612  0.26
264 H -2.059 -7.823 2.704  0.36
265 H -3.040 -3.737 5.768  0.07
266 H -3.580 -4.964 5.063  0.38
267 C -0.844 4.048 5.567  -1.27
268 C 0.432 3.828 4.740  -0.19
269 C 0.987 2.379 4.894  0.95
270 O 1.424 2.135 6.229  -0.67
271 C 2.229 0.983 6.540  -0.05
272 N 0.119 4.173 3.391  -0.19
273 H -0.624 3.958 6.631  0.46
274 H -1.722 3.442 5.344  -0.08
275 H -1.206 5.074 5.499  0.47
276 H 1.135 4.567 5.125  0.34
277 H 1.784 2.259 4.161  0.26
278 H 0.271 1.598 4.638  -0.62
279 H 2.679 1.168 7.515  0.39
280 H 3.027 0.906 5.801  0.00
281 H 1.637 0.070 6.609  -0.09
282 H 0.147 5.182 3.348  0.37
283 H -0.883 4.082 3.304  -0.89
284 C 0.454 -3.461 -2.620  1.01
285 C 0.705 -4.974 -2.943  0.49
286 C -0.265 -5.640 -3.992  -0.59
287 O -1.507 -5.941 -3.332  -0.13
288 C -2.402 -6.754 -4.115  -0.77
289 N 2.102 -4.953 -3.395  -0.43
290 H 0.614 -2.905 -3.544  -0.01
291 H 1.141 -3.106 -1.852  -0.56
292 H -0.554 -3.344 -2.222  -0.31
293 H 0.724 -5.470 -1.972  0.66
294 H 0.189 -6.552 -4.379  0.53
295 H -0.356 -4.967 -4.845  -0.43
296 H -3.384 -6.750 -3.642  0.07
297 H -2.166 -7.818 -4.137  0.33
298 H -2.392 -6.487 -5.172  0.34
299 H 2.079 -4.307 -4.172  -0.26
300 H 2.586 -4.438 -2.674  0.13
301 C -2.199 6.654 -6.913  -1.61
302 C -2.003 5.348 -6.228  0.38
303 C -1.007 5.466 -5.145  -1.12
304 O -0.672 4.183 -4.674  1.29
305 C 0.413 4.222 -3.761  -0.82
306 N -3.266 4.934 -5.659  -0.16
307 H -1.264 7.168 -7.138  0.41
308 H -2.735 7.342 -6.258  0.30
309 H -2.775 6.571 -7.834  0.44
310 H -1.699 4.539 -6.892  -0.25
311 H -1.308 6.080 -4.296  0.27
312 H -0.115 5.971 -5.516  0.59
313 H 1.329 4.522 -4.270  0.26
314 H 0.614 3.211 -3.407  0.00
315 H 0.196 4.838 -2.888  0.20
316 H -4.006 5.103 -6.326  0.42
317 H -3.417 5.753 -5.087  -0.13
318 C 3.805 -1.439 -5.442  -1.40
319 C 4.301 -2.811 -5.039  3.70
320 C 3.910 -3.922 -5.999  -1.54
321 O 2.482 -3.967 -5.990  -0.17
322 C 1.994 -5.065 -6.751  -0.93
323 N 5.736 -2.683 -4.983  -0.83
324 H 3.868 -0.645 -4.698  0.23
325 H 2.725 -1.556 -5.536  0.13
326 H 4.167 -1.062 -6.398  0.56
327 H 3.947 -2.957 -4.019  -1.93
328 H 4.229 -4.904 -5.650  0.41
329 H 4.271 -3.813 -7.022  0.37
330 H 2.305 -5.045 -7.796  0.39
331 H 0.915 -4.912 -6.768  0.10
332 H 2.285 -6.021 -6.317  0.36
333 H 6.043 -2.020 -4.285  0.36
334 H 6.029 -2.166 -5.799  0.41